C23H27N3O3S | ωB97M-V with the def2-TZVPD basis set

## Properties
**Orbital gap**: 0.251 hartree
**HOMO energy**: -7.12 eV
**2S+1**: 1
**Energy above the lowest of the compared OMol25 structures with the same formula, charge and spin**: 623.1 kcal per mole

```
57
C23H27N3O3S, DFT ωB97M-V with the def2-TZVPD basis set
S 3.2715 -1.9379 -0.7445
O 1.9045 1.4215 -0.5513
O -0.8235 -3.9001 0.3588
O 1.6721 1.3793 2.7545
N 3.3736 -0.1446 1.1193
N 1.8423 -2.0341 1.2321
N -0.1540 2.0778 1.6424
C -1.0179 -0.6679 1.6010
C 3.3105 1.9018 -0.1354
C 0.6788 1.0414 1.9786
C -2.1307 2.6866 0.4552
C -3.9053 1.0080 -0.1014
C -2.0502 -3.4706 -0.5898
C -1.4303 1.7477 0.9190
C 0.2821 -0.4897 2.0635
C -3.4373 2.6152 -0.0884
C 3.8190 2.4861 -1.3030
C -5.1589 0.6626 -0.9560
C 4.1050 0.8291 -0.0179
C -1.8532 0.4139 0.8588
C -1.5320 -2.7909 -1.4154
C -5.5496 -0.6227 -0.7991
C 1.9898 1.1374 -2.0591
C 1.1809 -1.3566 2.5679
C 3.1265 1.9200 -2.4064
C -3.1609 -0.0257 0.5632
C -0.0117 -3.0720 0.2488
C -0.2297 -2.4397 -1.0704
C 2.7150 -1.2943 0.7347
C 1.4344 -3.3697 1.0119
H 4.9824 1.0455 0.7704
H -1.8005 3.5734 0.3746
H 4.9375 2.8609 -1.2628
H -5.1125 1.3549 -1.6042
H 2.8740 0.2572 2.0251
H -5.6515 -1.0842 0.0831
H -2.8137 -4.1187 -0.3441
H 0.8547 -2.1309 2.8758
H 1.1435 -3.8763 1.6639
H 0.5822 -1.6629 -1.7138
H -5.9695 1.3377 -0.3202
H -1.2370 -1.5243 1.4500
H 3.1077 2.4865 0.6053
H -4.7104 -1.1127 -1.4689
H 2.8884 2.7744 -3.3270
H 2.0117 -3.7080 0.3114
H 3.9606 1.2387 -2.9000
H 2.1600 -0.0429 -2.0765
H 0.2199 2.8650 1.7227
H 4.4037 0.1454 -0.4150
H -4.0893 3.2973 -0.6378
H 1.9702 -0.9353 3.0896
H 1.0920 1.4685 -2.3608
H -3.2705 -0.9970 0.4948
H -6.4055 -0.7129 -1.3948
H 3.5048 3.8672 -1.2860
H -1.8939 -2.3782 -2.2264
```